{"formula": "C7H7N5O", "method": "the ωB97M-V functional and the def2-TZVPD basis", "symbols": ["C", "C", "N", "C", "O", "C", "N", "C", "N", "C", "N", "C", "N", "H", "H", "H", "H", "H", "H", "H"], "coordinates": [[1.3958, 2.8508, 1.3285], [1.2342, 1.6642, 1.3038], [0.7052, 0.5103, 0.8224], [1.1551, -0.7250, 1.2661], [2.0256, -0.8389, 2.1850], [0.5827, -1.8246, 0.6125], [0.7727, -3.1616, 0.7615], [0.0126, -3.7293, -0.1080], [-0.7116, -2.8167, -0.8685], [-0.3658, -1.6062, -0.4237], [-0.7525, -0.3499, -0.7809], [-0.2303, 0.7342, -0.1534], [-0.6403, 1.9340, -0.4945], [1.7308, 3.8263, 1.5730], [2.4018, -0.0434, 2.6096], [-0.0691, -4.7917, -0.2493], [-1.3671, -3.0636, -1.6020], [-1.4405, -0.2159, -1.5201], [-1.3187, 2.0745, -1.2352], [-0.3374, 2.7674, 0.0057]], "mulliken_charge": [-0.64, -0.17, 0.21, 0.43, -0.30, 0.73, -0.55, -0.31, -0.04, 0.16, -0.07, 0.64, -0.26, 0.43, 0.41, 0.43, 0.21, 0.31, 0.27, 0.09], "e_lumo_ev": -8.5, "gap_ev": 8.98, "smiles": "C#Cn1c(O)c2nc[nH]c2[nH+]c1=[NH2+]", "e_homo_ha": -0.6433, "total_charge": 2}

=====

{"formula": "C15H14Cl2N2O3S", "method": "the ωB97M-V functional and the def2-TZVPD basis", "symbols": ["C", "N", "C", "S", "O", "O", "C", "C", "C", "C", "C", "C", "O", "N", "C", "C", "C", "Cl", "C", "C", "Cl", "C", "C", "H", "H", "H", "H", "H", "H", "H", "H", "H", "H", "H", "H", "H", "H"], "coordinates": [[1.7966, 1.5886, -2.2356], [2.4203, 2.0561, -1.0683], [3.6632, 1.8756, -0.8576], [1.4185, 1.9348, 0.2198], [1.9275, 2.4493, 1.3449], [-0.0354, 2.0619, -0.2997], [1.1745, -0.0160, 0.5935], [2.0418, -0.3109, 1.4626], [2.0711, -1.9236, 1.6518], [1.0153, -2.6094, 0.9189], [0.1481, -2.0124, 0.0161], [-0.9028, -2.8776, -0.6359], [-0.7453, -3.9827, -0.8660], [-2.1082, -2.4742, -0.5034], [-2.6353, -1.1678, 0.0888], [-2.2064, -0.6096, 1.3401], [-2.7067, 0.6094, 1.9225], [-2.0215, 1.1905, 3.0630], [-3.4592, 1.3477, 0.9425], [-3.8837, 0.9642, -0.0883], [-4.8904, 1.7373, -1.1298], [-3.3504, -0.1944, -0.7933], [0.1953, -0.7997, 0.0357], [0.6557, 1.7742, -2.3441], [2.2993, 2.2986, -3.1007], [1.8993, 0.5107, -2.6107], [3.8544, 2.1179, 0.0580], [4.3052, 2.3149, -1.5224], [3.8363, 0.5596, -0.8726], [2.6985, 0.2122, 1.8688], [2.7387, -2.5326, 2.2355], [1.0098, -3.6083, 1.2304], [-2.8756, -2.8509, -1.0345], [-1.6474, -1.3183, 2.0624], [-3.6173, 2.3396, 1.4059], [-3.7518, -0.4443, -1.7408], [-0.3322, -0.2103, -0.7574]], "mulliken_charge": [-0.80, 0.17, -0.91, 1.05, -0.60, -0.67, -0.43, -0.64, -0.83, -0.53, 0.89, 0.08, -0.58, -0.17, -0.03, -0.08, 0.58, -0.29, -0.45, 0.46, -0.24, -1.09, -0.37, 0.28, 0.31, 0.27, 0.42, 0.34, 0.20, 1.03, 0.41, 0.45, 0.31, 0.34, 0.30, 0.43, 0.36], "e_lumo_ev": 0.1, "gap_ev": 8.57, "smiles": "CN(C)S(=O)(=O)c1cccc(C(=O)Nc2cc(Cl)cc(Cl)c2)c1", "e_homo_ha": -0.3120, "relative_energy_kj_mol": 1253.74}